ORCA calculation (wB97M-V/def2-TZVPD) on a 2-piece molecular cluster, C3H8N4 overall.

Geometry as ORCA input:
```
! RIJCOSX wB97M-V def2-TZVPD def2/J DEFGRID3
* xyz 0 1
C -0.492 0.383 0.929
N 1.158 -0.448 -1.408
N 1.940 1.215 0.853
C 0.663 0.763 0.725
H -1.913 -1.411 -0.947
C -0.855 -1.334 -0.758
H -1.785 1.145 2.280
H 1.485 0.214 -2.111
H -2.257 -0.323 1.615
H 2.538 0.595 1.386
H -0.644 -0.029 -2.237
H 2.376 1.418 -0.040
N -1.732 0.529 1.479
N -0.124 -0.666 -1.634
H -0.357 -2.051 -0.129
*
```

**Max |F|**: 0.0303 Eh/bohr
**Relative energy (zero: lowest compared OMol25 entry of this formula, charge and spin)**: 542.3 kJ/mol
**Lowest unoccupied orbital energy**: 0.997 eV

=====

ORCA calculation (wB97M-V/def2-TZVPD) on one molecule with the formula C3H8N4.

Geometry as ORCA input:
```
! RIJCOSX wB97M-V def2-TZVPD def2/J DEFGRID3
* xyz 0 1
H -0.399 0.971 -1.191
H 3.095 -0.598 -0.687
H -0.898 -1.467 0.100
C 2.046 -0.361 -0.812
H 0.821 -1.475 1.917
H -3.703 1.661 0.418
N -0.249 -0.758 -0.218
H -2.265 2.615 -0.300
C -2.663 1.646 0.051
N -0.566 0.586 -0.256
H 2.444 -1.302 1.489
H 1.771 0.227 -1.678
N -2.058 0.530 -0.090
N 1.506 -1.518 1.171
C 1.117 -0.757 0.087
*
```

**Max |F|**: 0.0968 Eh/bohr
**SMILES string**: C=NNNC(=C)N
**Relative energy (zero: lowest compared OMol25 entry of this formula, charge and spin)**: 438.1 kJ/mol
**Lowest unoccupied orbital energy**: 1.122 eV

=====

Results for Kohn-Sham gap: 8.1; 8.8 (in eV, following the order of the records).
Results for calculated total energy: -9196.0127; -9197.0930 (in eV, following the order of the records).